Record 1
Formula: C27H28AuN2Si
Source: OMol25
Level of theory: the ωB97M-V functional and the def2-TZVPD basis

Summary:
- energy relative to the best compared isomer or geometry (same formula, charge and spin) (kJ/mol) = 93.6
- multiplicity = 3
- electronic energy (eV) = -42991.040
- highest occupied orbital energy (spin up / spin down) (hartree) = -0.3627 / -0.3520
- total charge = +1

Last column: Löwdin spin population.
Atoms and positions in Å:
C: -2.793 -1.292 4.488  -0.014
H: 2.719 -0.408 2.582  0.005
H: 0.409 -0.399 -1.174  0.029
H: 3.512 -2.802 -5.788  0.000
H: 3.931 1.279 -4.419  0.000
H: -3.576 3.247 -5.368  0.000
N: 1.742 -0.602 2.766  0.275
C: -1.050 2.432 1.973  0.059
C: -2.009 -1.736 5.540  0.047
C: 1.830 -2.006 -4.664  0.006
H: 0.151 3.725 0.508  0.000
H: -3.074 0.197 -2.344  0.000
H: -2.076 2.626 1.647  -0.001
H: -1.200 -2.277 -3.522  0.046
C: -3.398 1.808 -3.747  0.000
C: 1.358 -1.185 3.920  0.093
H: 1.293 2.045 4.371  0.001
H: -2.759 -0.518 2.441  0.001
C: -0.573 -0.620 -0.720  0.310
H: 1.218 -2.905 -4.774  0.000
C: 0.182 2.980 1.308  0.032
C: 1.248 2.841 2.287  0.029
H: -0.058 -2.364 7.398  0.009
C: -0.600 -1.773 5.381  0.002
C: 1.698 -1.953 6.195  0.020
H: -2.455 -2.024 6.498  0.002
C: 2.057 0.292 -3.911  0.004
C: -1.905 1.884 -5.661  0.000
H: 1.032 -0.210 2.142  0.010
C: -0.068 -1.386 4.100  0.053
C: 0.731 2.250 3.460  0.041
H: -1.510 -0.435 -1.237  0.012
C: -1.155 0.828 -5.108  0.001
H: -4.300 2.165 -3.227  0.000
C: -2.670 0.727 -3.218  0.002
H: 1.636 1.195 -3.445  0.000
H: -1.647 2.283 -6.648  0.000
H: -3.880 -1.205 4.561  -0.002
H: -0.569 -1.515 -0.086  0.007
C: 0.326 -2.063 6.418  0.233
C: 3.111 -1.940 -5.239  0.000
C: -2.169 -0.915 3.274  0.043
C: -1.463 0.305 -3.828  0.014
C: 3.346 0.354 -4.473  0.001
Au: -0.355 1.106 0.368  0.112
H: 4.897 -0.734 -5.553  0.000
H: 2.284 3.155 2.140  0.002
H: 0.038 -2.053 -1.957  0.160
C: 2.229 -1.515 4.972  0.157
C: 1.308 -0.898 -3.969  0.011
H: 3.298 -1.394 4.819  0.005
C: 3.883 -0.775 -5.127  0.005
H: -0.336 0.396 -5.702  0.000
Si: -0.349 -1.072 -3.132  0.106
H: 2.384 -2.204 7.000  -0.003
H: -1.334 1.643 4.063  0.001
C: -3.004 2.406 -4.954  0.001
N: -0.864 -1.006 3.087  0.017
C: -0.654 2.015 3.289  0.056

=====

Record 2
Formula: CH6N4
Source: OMol25
Level of theory: the ωB97M-V functional and the def2-TZVPD basis

Summary:
- energy relative to the best compared isomer or geometry (same formula, charge and spin) (kJ/mol) = 171.9
- SMILES string = [H]/N=C(/N)NN
- electronic energy (eV) = -7092.276
- highest occupied orbital energy (hartree) = -0.3436
- total charge = 0

Last column: Mulliken charge in e.
Atoms and positions in Å:
H: 0.637 1.700 0.052  0.281
N: 0.548 -0.684 -0.172  -0.157
N: -1.823 -0.412 0.063  -0.484
H: -1.908 -1.476 0.236  0.206
H: -2.738 0.101 -0.472  0.269
H: 2.154 0.357 -0.715  0.284
N: 1.937 -0.180 0.042  -0.642
H: 0.355 -1.713 0.045  0.213
C: -0.542 0.314 0.043  0.409
H: 1.728 0.440 0.919  0.273
N: -0.348 1.553 -0.043  -0.653

=====

Record 3
Formula: C24H53NO13
Source: OMol25
Level of theory: the ωB97M-V functional and the def2-TZVPD basis

Summary:
- energy relative to the best compared isomer or geometry (same formula, charge and spin) (kJ/mol) = 0.0
- SMILES string = O=COCCCCNC(=O)O.COCCOCCOC.COCCOCCOC.COCCOCCOC
- electronic energy (eV) = -53849.819
- highest occupied orbital energy (hartree) = -0.3352
- total charge = 0

Last column: Mulliken charge in e.
Atoms and positions in Å:
C: -0.368 -4.582 0.442  -0.301
H: 3.709 6.029 -4.726  0.133
H: -4.645 -5.946 1.032  0.300
C: -4.802 -2.460 0.250  -0.381
O: -4.123 -6.715 1.303  -0.482
O: 2.600 -0.711 2.982  -0.227
H: 3.726 3.245 -0.106  0.325
H: 1.801 -2.268 4.102  0.349
H: -3.892 -3.016 -0.001  0.397
H: -8.996 -2.049 -2.221  0.323
H: -0.393 -6.249 1.836  0.441
C: -5.371 0.289 2.524  -0.777
H: -7.515 -1.136 -2.578  0.236
H: 6.140 1.031 2.848  0.389
H: 2.589 1.803 2.157  0.118
H: 3.459 -1.783 4.542  0.414
H: -6.934 -2.060 1.880  0.096
H: 2.950 7.037 -0.546  0.310
H: -3.914 -1.572 1.985  0.331
O: 2.882 4.621 -3.429  -0.391
C: 2.929 1.676 3.187  -0.308
C: 1.131 -4.295 0.411  -0.557
H: -0.640 -5.193 -0.424  0.304
H: 1.456 5.963 -2.714  0.172
C: 5.203 1.437 1.007  -0.556
H: -8.902 -2.862 0.545  0.420
C: -0.828 -5.257 1.728  -0.617
C: 3.085 7.903 -1.205  -0.738
C: 3.474 -6.224 2.198  0.045
O: 3.982 1.230 0.321  -0.291
H: 1.432 -3.649 1.241  0.069
O: -5.419 -0.344 1.265  -0.280
C: 2.760 -1.908 3.708  -0.737
H: 3.163 -2.654 3.024  0.094
H: -4.561 1.025 2.577  0.327
H: 4.795 4.886 -3.932  0.408
H: 2.117 7.431 -7.001  0.232
C: 2.341 0.420 3.790  -0.616
H: -0.503 -4.654 2.582  0.311
C: 1.530 6.567 -6.694  -0.773
H: -0.910 -3.632 0.333  0.223
O: -2.132 -7.187 0.396  -0.501
H: -5.239 -0.440 3.332  0.352
H: 0.978 4.278 -2.945  0.385
C: 2.002 -5.541 0.451  -0.683
H: -2.711 -4.521 1.525  0.166
C: -6.927 -2.989 1.309  -0.387
H: 2.550 2.516 3.775  0.405
H: 5.226 6.999 -2.992  0.380
C: -7.918 -1.988 -2.033  -0.789
H: 3.923 8.503 -0.832  0.330
C: 1.550 5.102 -3.379  -0.350
H: -5.272 -2.171 -0.691  0.178
H: -6.321 0.801 2.665  0.233
H: 2.025 5.658 -7.054  0.345
H: 0.538 6.633 -7.156  0.327
H: 6.002 0.875 0.502  0.362
H: 1.255 0.563 3.883  0.380
H: -3.576 -0.739 0.452  0.429
O: 2.212 -5.964 1.819  -0.143
O: 4.431 -5.570 1.898  -0.476
C: 5.130 0.959 2.439  -0.263
C: -2.796 -6.468 1.091  0.590
C: -7.882 -2.916 0.141  -0.574
O: 3.283 7.504 -2.541  -0.293
H: -7.444 -2.903 -2.405  0.353
H: 1.539 -6.380 -0.076  0.297
H: 4.302 2.248 -1.467  0.417
C: 3.918 5.521 -3.782  -0.342
H: -0.152 5.509 -4.587  0.395
O: 1.454 6.588 -5.288  -0.285
O: -7.637 -1.783 -0.668  -0.276
H: 2.627 2.102 -0.904  0.271
H: 2.181 8.508 -1.178  0.233
H: -7.800 -3.836 -0.451  0.325
H: -7.289 -3.783 1.966  0.435
N: -2.292 -5.394 1.837  -0.240
H: 2.753 0.276 4.796  0.344
H: 4.823 -0.088 2.483  0.087
H: 2.971 -5.333 -0.004  0.437
C: 0.932 5.399 -4.727  -0.599
C: 4.282 6.516 -2.703  -0.506
H: 1.105 4.548 -5.397  0.352
O: 4.339 1.774 3.289  -0.446
H: 4.450 5.979 -1.762  0.286
O: -5.601 -3.383 0.975  -0.312
C: -4.357 -1.246 1.036  -0.641
H: 1.362 -3.755 -0.512  0.406
H: 5.475 2.499 0.996  0.324
H: 3.534 -7.113 2.840  0.395
C: 3.655 2.260 -0.583  -0.851

=====

Record 4
Formula: C4H7N3
Source: OMol25
Level of theory: the ωB97M-V functional and the def2-TZVPD basis

Summary:
- energy relative to the best compared isomer or geometry (same formula, charge and spin) (kJ/mol) = 50.5
- SMILES string = [H]/N=C(\C#N)NCC
- electronic energy (eV) = -8731.156
- highest occupied orbital energy (hartree) = -0.3498
- total charge = 0

Last column: Mulliken charge in e.
Atoms and positions in Å:
H: -1.184 1.692 -0.336  0.292
N: 1.854 -0.023 2.281  -0.401
C: 1.476 -0.356 -0.297  0.652
C: 1.681 -0.156 1.145  0.175
N: 0.179 -0.578 -0.643  -0.230
H: -2.496 1.057 0.678  0.325
H: -1.542 -1.307 0.288  0.246
C: -0.953 -0.382 0.246  -0.403
H: 3.317 -0.160 -0.658  0.248
H: -0.552 -0.213 1.250  0.277
H: 0.015 -0.684 -1.634  0.253
C: -1.814 0.815 -0.144  -1.046
H: -2.414 0.608 -1.037  0.329
N: 2.434 -0.313 -1.139  -0.717

=====

Record 5
Formula: C22H29N3O5TeTl
Source: OMol25
Level of theory: the ωB97M-V functional and the def2-TZVPD basis

Summary:
- electronic energy (eV) = -49968.754
- highest occupied orbital energy (spin up / spin down) (hartree) = -0.3749 / -0.3748
- total charge = +1

Last column: Mulliken charge in e.
Atoms and positions in Å:
O: 1.784 -1.086 -1.896  -0.464
H: 2.538 -1.442 2.982  0.467
H: 0.023 3.880 0.512  0.554
C: 2.657 -1.472 0.281  -1.101
O: -0.553 -0.210 2.538  -0.197
C: 0.205 2.091 2.248  -0.562
C: -1.568 -1.028 -8.653  0.747
H: 0.162 -1.915 3.353  0.333
H: 2.772 -2.444 -0.196  0.371
H: 3.570 -1.252 0.838  0.443
H: -0.120 2.714 -3.293  0.640
C: 0.500 -0.888 3.212  -0.804
C: -0.793 1.146 2.877  -0.678
H: -0.117 3.117 2.441  0.526
C: -2.149 -1.253 -10.925  -0.431
H: -2.423 2.064 -2.933  0.440
C: -2.185 0.148 -11.044  -0.475
H: -2.159 2.783 0.237  0.416
N: 0.584 -0.434 -2.365  0.516
C: -1.075 -0.058 -6.722  -0.572
H: 1.610 0.825 -3.700  0.312
H: 1.193 1.968 2.693  0.294
C: 2.412 -0.431 -0.788  0.137
O: 0.316 1.845 0.844  -0.337
H: -2.371 -1.860 -11.792  0.387
H: -0.834 -2.041 -4.970  0.190
C: -1.426 2.734 -0.570  -0.542
Tl: -0.747 -0.766 -0.068  1.236
C: 1.779 -0.895 2.417  -0.293
H: 1.376 1.450 -2.072  0.605
H: 0.682 -0.443 4.194  0.430
C: -0.721 0.102 -5.290  1.492
H: -0.778 1.281 3.962  0.438
C: -0.478 -1.127 -4.511  -0.509
C: 0.895 0.903 -2.878  -1.103
H: -1.815 -2.947 -9.641  0.381
H: -0.920 2.154 -5.474  0.568
Te: -3.199 -1.698 0.458  -0.362
C: -1.912 0.970 -9.970  -0.743
C: -1.650 1.376 -2.583  -1.484
H: 1.777 0.361 -0.375  -0.079
H: -1.127 -2.185 -6.927  0.155
C: -0.034 2.928 -0.020  -0.688
C: -0.358 1.650 -3.366  0.551
C: 0.068 -1.354 -3.315  -1.262
C: -0.680 1.341 -4.798  -0.756
H: -1.995 0.364 -2.790  0.370
H: -1.941 2.049 -10.055  0.432
C: -1.599 0.365 -8.752  0.439
H: 2.147 0.118 2.231  0.276
H: 0.699 2.952 -0.826  0.285
H: 0.131 -2.371 -2.953  0.575
C: -1.840 -1.868 -9.730  -0.995
N: -1.289 0.940 -7.529  -0.599
O: 1.543 -1.562 1.177  -0.379
H: -1.657 3.523 -1.292  0.414
N: -1.226 -1.276 -7.337  0.047
H: -2.434 0.586 -12.002  0.391
O: -1.547 1.451 -1.166  -0.150
H: -1.800 1.356 2.516  0.241
H: 3.345 0.025 -1.122  0.467

=====

Record 6
Formula: C3H7NO
Source: OMol25
Level of theory: the ωB97M-V functional and the def2-TZVPD basis

Summary:
- energy relative to the best compared isomer or geometry (same formula, charge and spin) (kJ/mol) = 392.8
- electronic energy (eV) = -6758.679
- highest occupied orbital energy (hartree) = -0.3058
- total charge = 0

Last column: Mulliken charge in e.
Atoms and positions in Å:
O: -0.780 0.829 -1.905  -0.517
N: 0.957 -0.152 -0.830  -0.152
C: -0.908 -0.201 1.421  -1.108
H: -0.752 -1.271 1.407  0.324
H: 1.777 0.562 0.914  0.324
C: 0.095 0.009 -1.876  0.056
H: -0.189 1.215 0.609  0.336
C: 0.778 0.603 0.371  -0.519
H: -1.915 -0.026 0.977  0.326
H: 0.324 -0.723 -2.668  0.339
H: 1.596 -0.963 -0.882  0.248
H: -0.984 0.119 2.465  0.343

=====

Record 7
Formula: C39H28N10OS4Ta
Source: OMol25
Level of theory: the ωB97M-V functional and the def2-TZVPD basis

Summary:
- energy relative to the best compared isomer or geometry (same formula, charge and spin) (kJ/mol) = 46.7
- electronic energy (eV) = -102733.295
- highest occupied orbital energy (hartree) = -0.3960
- total charge = +1

Last column: Mulliken charge in e.
Atoms and positions in Å:
S: -1.607 -0.927 -2.844  -0.166
H: 3.888 0.211 -0.327  0.667
C: 2.854 -3.132 3.488  -0.625
C: -1.994 -1.722 3.661  -1.206
H: -3.130 -0.089 -5.158  0.459
C: 1.877 1.992 -0.028  -1.233
C: -0.998 -1.359 2.767  -0.200
C: -5.153 -0.688 -4.736  -0.802
C: 5.065 -4.046 3.716  0.180
H: 1.010 1.438 -5.161  0.569
H: 6.993 -8.185 3.821  0.287
C: 1.569 -0.836 1.081  -0.260
C: -1.294 3.566 4.136  -0.231
Ta: 0.240 0.501 0.136  1.335
C: 2.872 1.911 -1.145  0.205
C: 7.611 -7.295 3.692  -1.075
C: 6.725 -6.177 3.212  0.741
H: 4.947 -1.848 1.148  0.487
C: 0.536 1.233 -3.079  -0.103
H: -5.530 -0.371 -5.698  0.404
H: 6.536 -3.314 2.336  0.455
C: 5.502 -3.271 2.646  -0.649
C: 4.740 1.733 -3.236  -0.536
H: 5.461 1.666 -4.040  0.423
S: -1.835 1.795 0.523  -0.670
C: -6.009 -1.252 -3.801  -0.605
C: 3.278 -2.381 2.392  0.202
H: 5.538 0.057 -2.157  0.451
C: -3.014 3.889 2.391  -0.108
H: 8.084 -7.061 4.645  0.371
H: 2.390 1.874 0.927  0.776
C: 3.744 -3.966 4.141  -0.647
C: 2.871 2.831 -2.191  -0.143
C: -0.733 3.519 -3.392  -0.898
H: -1.764 -1.825 4.712  0.492
N: -3.654 -1.909 -1.030  -0.157
H: 0.011 -1.174 3.103  0.534
N: 1.933 -0.702 -3.715  -0.786
N: -0.147 3.012 -4.473  -0.551
H: 3.415 -4.563 4.982  0.420
C: -3.503 -1.784 1.820  -1.250
C: -2.550 -1.359 -0.474  0.638
H: -1.174 3.327 -1.293  0.468
C: 1.928 -1.663 -1.720  -0.587
C: -1.832 3.228 2.854  0.816
H: -4.504 -1.914 1.435  0.419
C: 4.775 0.826 -2.182  -0.668
C: -0.697 2.890 -2.156  -0.552
S: 0.216 1.428 2.458  -0.422
C: -5.528 -1.656 -2.564  -0.816
O: 6.399 -6.010 2.072  -0.513
C: -3.275 -1.908 3.183  -0.686
H: 8.362 -7.503 2.933  0.314
C: 0.498 1.870 -4.310  -0.933
N: -1.215 -1.209 1.463  0.402
N: -3.959 4.425 2.015  -0.465
C: -4.181 -1.520 -2.283  0.105
C: -1.232 2.292 2.080  0.841
H: 2.152 -2.360 -0.929  0.506
H: 3.768 3.472 -4.029  0.446
H: -4.291 -2.378 -0.409  0.214
H: 1.825 -3.071 3.815  0.465
H: 1.374 2.965 -0.030  0.630
H: -6.199 -2.077 -1.825  0.375
C: 4.611 -2.451 1.982  -0.425
C: -3.806 -0.531 -4.437  -0.586
H: -1.254 4.461 -3.503  0.490
N: 1.197 -0.565 -1.609  0.791
H: -4.090 -2.145 3.852  0.465
C: 1.242 -0.011 -2.851  0.498
N: -1.580 -0.799 -1.121  -0.048
N: -0.071 1.720 -1.996  1.235
C: 2.355 -1.544 1.683  0.263
N: -0.846 3.801 5.168  -0.449
S: 6.176 -5.124 4.568  -0.238
C: -2.439 -1.457 0.998  0.718
N: 2.355 -1.748 -2.972  0.113
C: -3.323 -0.971 -3.215  0.865
H: 2.152 3.644 -2.183  0.518
H: 2.940 -2.456 -3.387  0.187
C: 3.791 2.742 -3.230  -0.860
C: 3.855 0.917 -1.151  -0.492
H: -7.059 -1.371 -4.028  0.400

=====

Record 8
Formula: CH3PS4
Source: OMol25
Level of theory: the ωB97M-V functional and the def2-TZVPD basis

Summary:
- energy relative to the best compared isomer or geometry (same formula, charge and spin) (kJ/mol) = 183.0
- electronic energy (eV) = -53714.013
- highest occupied orbital energy (spin up / spin down) (hartree) = -0.2954 / -0.2953
- total charge = 0

Last column: Mulliken charge in e.
Atoms and positions in Å:
S: 2.837 0.883 -0.017  -0.171
C: -1.606 -0.668 -0.228  -0.561
H: 3.120 0.195 1.127  0.177
S: 1.853 -0.674 -0.697  -0.210
P: -0.250 -0.303 1.069  0.134
H: -2.502 -0.563 0.379  0.370
S: -0.330 1.700 0.424  -0.043
H: -1.569 -1.575 -0.964  0.313
S: -1.552 1.004 -1.092  -0.009